# 1
Below is C16H16N2O6S2 in the gas phase in a non-equilibrium geometry, with properties calculated with wB97M-V/def2-TZVPD.

Geometry (Å):
C1 2.5014 4.0013 -1.5742
C2 2.5203 3.2382 -2.8898
O1 2.8836 1.8641 -2.6918
C3 1.9285 1.0368 -2.2932
O2 0.7855 1.3385 -2.0838
C4 2.4804 -0.3802 -2.1398
N1 1.5470 -1.2280 -1.4606
C5 0.8264 -2.2243 -2.0982
O3 0.9436 -2.5575 -3.2406
O4 -0.0225 -2.7801 -1.1959
C6 0.1309 -2.1225 -0.0112
C7 -0.5297 -2.3174 1.1806
C8 -0.1805 -1.4642 2.2145
S1 -1.0977 -1.5573 3.7562
O5 -0.2143 -1.2080 4.8256
O6 -1.8180 -2.7913 3.7992
N2 -2.2220 -0.3331 3.6649
C9 -3.3311 -0.5052 2.7532
C10 -2.9700 -0.3486 1.3103
C11 -3.2647 -1.1756 0.2721
C12 -2.7305 -0.7347 -0.9617
C13 -2.0340 0.4211 -0.8458
S2 -2.0254 1.0071 0.7714
C14 0.7903 -0.4859 2.0892
C15 1.4658 -0.3017 0.8918
C16 1.1107 -1.1272 -0.1596
H1 1.7292 3.6025 -0.9206
H2 3.4654 3.9217 -1.0778
H3 2.2890 5.0486 -1.7675
H4 3.2808 3.6315 -3.5661
H5 1.5368 3.2774 -3.3677
H6 3.4379 -0.3450 -1.6124
H7 2.6368 -0.8046 -3.1376
H8 -1.2761 -3.0786 1.3270
H9 -1.7926 0.5787 3.6460
H10 -4.1120 0.2100 3.0368
H11 -3.7026 -1.5180 2.9250
H12 -3.8439 -2.0746 0.3826
H13 -2.8546 -1.2655 -1.8882
H14 -1.5029 0.9700 -1.5965
H15 1.0142 0.1220 2.9510
H16 2.2206 0.4594 0.7834

Computed properties:
- SMILES string = CCOC(=O)Cn1c(=O)oc2cc(S(=O)(=O)NCc3cccs3)ccc21
- lowest unoccupied orbital energy (eV) = 0.3669
- F_max (Eh/bohr) = 0.022

Löwdin atomic charge list, values in e, 8 entries: -0.058 -0.201 0.009 -0.466 0.125 0.001 0.057 -0.464

---

# 2
Below is C6H11NO in the gas phase in a non-equilibrium geometry, with properties calculated with wB97M-V/def2-TZVPD.

Geometry (Å):
C1 -0.4152 1.9651 1.5527
C2 -0.4787 0.4989 1.5266
C3 0.6518 -0.5199 0.5734
N1 1.4911 -0.3276 -0.5317
C4 0.9276 -1.1361 -1.6094
C5 -0.6156 -1.2669 -1.1404
C6 -0.7744 -0.2295 0.0474
O1 -0.7597 1.0113 -0.8473
H1 0.4949 2.2803 0.9826
H2 -0.3365 1.9848 2.6070
H3 -1.3787 2.4533 1.2060
H4 -0.5362 -0.1992 2.3420
H5 0.8052 -1.3247 1.4419
H6 2.5168 -0.3792 -0.6631
H7 0.9551 -0.8499 -2.7738
H8 1.1443 -2.1588 -1.5578
H9 -1.4224 -1.0471 -1.8080
H10 -0.5773 -2.1784 -0.6443
H11 -1.6921 1.4236 -0.7037

Computed properties:
- SMILES string = C[C@@H]1[C@@H]2NCC[C@@]12O
- lowest unoccupied orbital energy (eV) = 0.9524
- F_max (Eh/bohr) = 0.128

Löwdin atomic charge list, values in e, 8 entries: -0.104 -0.104 -0.234 -0.034 -0.180 -0.105 -0.255 -0.143

---

# 3
Below is 3 unconnected molecules or ions with the total composition C23H38BrI2NO12P4S2 in a non-equilibrium geometry, with properties calculated with wB97M-V/def2-TZVPD.

Geometry (Å):
C1 -7.9393 3.0632 -2.3286
C2 -6.4751 2.8782 -1.5694
I1 -5.6234 0.8467 -1.2206
C3 -5.6421 4.0112 -1.0772
I2 -6.3425 6.1069 -1.3231
C4 -4.1620 3.6872 -0.3683
C5 -2.8711 3.7421 -1.3874
C6 -1.3684 3.3953 -0.8339
C7 -1.1388 2.9961 0.7388
P1 0.6589 2.5686 1.2712
C8 1.1779 0.8099 0.7413
C9 1.9134 3.9094 0.7507
C10 -2.4492 2.9900 1.7695
C11 -2.1415 2.5928 3.3293
C12 -2.7739 1.1221 3.7815
C13 -1.5953 -0.0517 3.6561
Br1 -3.3679 1.0847 5.7062
C14 -4.0052 3.3288 1.2581
S1 -5.5225 3.2888 2.3547
C15 -6.7461 4.6881 2.0617
O1 -6.2894 1.9474 2.0328
O2 -5.2394 3.2562 3.8748
C16 -0.3535 3.5148 -2.1147
O3 0.8664 3.0144 -2.3264
N1 -1.2204 4.3449 -3.0848
P2 -0.7930 6.0998 -2.9096
S2 -2.1562 7.1275 -1.9487
C17 -2.7396 4.0948 -2.9829
O4 -3.6510 4.1197 -3.9592
H1 -8.8328 3.2418 -1.5905
H2 -7.8131 3.9419 -3.1266
H3 -8.0751 2.0794 -2.9911
H4 1.2073 0.6428 -0.4373
H5 2.2083 0.4540 1.2277
H6 0.3756 0.0236 1.1453
H7 2.3545 3.7870 -0.3261
H8 2.8307 3.9171 1.4988
H9 1.4036 4.9816 0.8152
H10 -1.0107 2.5633 3.6262
H11 -2.6289 3.4570 3.9927
H12 -3.6560 0.9083 3.0270
H13 -1.9898 -0.9047 2.9581
H14 -1.4324 -0.5460 4.7253
H15 -0.5568 0.3924 3.3188
H16 -7.3827 4.3717 1.1044
H17 -6.2590 5.7262 1.8292
H18 -7.5237 4.7473 2.9649
H19 0.4305 6.2113 -2.1305
H20 -0.5693 6.7558 -4.1772
C18 4.8996 -4.4568 -2.6635
O5 4.7822 -3.4302 -3.6384
P3 4.2076 -1.8784 -3.1333
O6 5.0196 -1.9561 -1.8360
O7 2.7080 -2.5265 -2.8926
C19 2.0053 -2.9383 -4.0526
O8 3.6329 -0.3268 -2.6283
C20 2.5347 0.2222 -3.3242
H21 4.9013 -5.4194 -3.1814
H22 5.8454 -4.3531 -2.1260
H23 4.0612 -4.4443 -1.9623
H24 2.0463 -4.0278 -4.1305
H25 2.4302 -2.4929 -4.9581
H26 0.9619 -2.6276 -3.9634
H27 1.6024 -0.1656 -2.9093
H28 2.5962 -0.0030 -4.3921
H29 2.5432 1.3074 -3.1906
C21 6.2291 -4.4603 1.5826
O9 6.2953 -5.8172 1.9982
P4 5.1919 -6.9479 1.2934
O10 5.3501 -6.3019 -0.0873
O11 3.9510 -6.2253 2.1087
C22 3.9496 -6.3763 3.5179
O12 4.0884 -8.0785 0.5886
C23 3.3036 -8.8592 1.4641
H30 6.6955 -3.8443 2.3558
H31 6.7881 -4.3281 0.6530
H32 5.1956 -4.1283 1.4545
H33 4.2904 -5.4462 3.9800
H34 4.6000 -7.1987 3.8336
H35 2.9304 -6.5856 3.8505
H36 2.4131 -8.3013 1.7597
H37 3.8771 -9.1521 2.3473
H38 2.9825 -9.7610 0.9358

Computed properties:
- SMILES string = C/C(I)=C(\I)c1c2c(c(P(C)C)c(C[C@@H](C)Br)c1S(C)(=O)=O)C(=O)N([PH2]=S)C2=O.COP(=O)(OC)OC.COP(=O)(OC)OC
- lowest unoccupied orbital energy (eV) = -2.9702
- F_max (Eh/bohr) = 0.199

Löwdin atomic charge list, values in e, 8 entries: -0.169 -0.645 0.805 -0.673 0.792 -0.130 -0.007 -0.006

---

# 4
Below is 13 unconnected molecules or ions with the total composition C28H67N21O8 in a non-equilibrium geometry, with properties calculated with wB97M-V/def2-TZVPD.

Geometry (Å):
C1 4.3301 4.4080 1.2239
C2 3.4205 3.4974 0.4536
C3 3.3071 3.9376 -1.0169
C4 3.0110 5.3609 -1.1868
N1 2.8949 6.5025 -1.2315
H1 5.3045 4.5616 0.7196
H2 4.5358 3.9376 2.1892
H3 3.8312 5.3383 1.4681
H4 2.4146 3.4547 0.7897
H5 3.7635 2.4683 0.3840
H6 2.6730 3.3035 -1.6463
H7 4.2339 3.8175 -1.6005
C5 4.9013 -1.5725 4.1256
C6 4.6163 -1.3173 2.6522
C7 3.3366 -0.4945 2.4360
C8 3.3209 0.8148 3.0311
N2 3.2569 1.8493 3.5086
H8 4.0473 -1.9909 4.6468
H9 5.1435 -0.6672 4.6269
H10 5.7688 -2.2248 4.2028
H11 4.4245 -2.2920 2.2081
H12 5.4755 -0.8956 2.1463
H13 2.5159 -1.0492 2.8565
H14 3.0333 -0.3379 1.3842
C9 -3.1955 -1.6112 -1.8172
C10 -4.5227 -0.8759 -1.8095
C11 -4.7829 -0.0653 -3.1369
C12 -4.1938 1.2654 -3.2103
N3 -3.8262 2.3481 -3.2396
H15 -3.1638 -2.3613 -2.6524
H16 -3.0740 -2.1032 -0.7783
H17 -2.4309 -0.8650 -2.0283
H18 -4.7225 -0.3490 -0.8355
H19 -5.3009 -1.6877 -1.9985
H20 -5.8285 0.0323 -3.2706
H21 -4.4341 -0.7003 -3.9447
C13 5.5886 -1.6480 -1.1492
C14 4.6686 -2.1078 -2.2862
C15 3.3858 -1.2256 -2.6000
C16 3.6877 0.2004 -2.5694
N4 3.6182 1.3301 -2.5181
H22 6.4233 -1.0346 -1.4690
H23 5.8924 -2.4968 -0.5639
H24 4.9717 -1.0115 -0.4870
H25 4.2176 -3.0979 -2.0492
H26 5.2660 -2.2919 -3.1754
H27 2.6334 -1.3280 -1.7701
H28 2.9714 -1.4595 -3.5582
C17 0.0523 1.0577 -4.7954
C18 -0.2615 -0.0228 -3.7718
C19 -0.4969 -1.5272 -4.3153
C20 -1.7815 -1.6257 -4.9983
N5 -2.8536 -1.6428 -5.3368
H29 0.9106 0.7709 -5.3618
H30 0.3458 1.9645 -4.2770
H31 -0.7791 1.3072 -5.4879
H32 -1.2094 0.1403 -3.2785
H33 0.6036 0.1003 -3.1045
H34 -0.4801 -2.2792 -3.5123
H35 0.2128 -1.7568 -5.1213
C21 -0.7051 3.8195 4.1866
O1 -1.8639 3.8918 3.7809
N6 -0.2331 4.4807 5.2270
N7 0.2299 3.0326 3.5339
H36 -0.9407 5.0338 5.7511
H37 0.6648 4.2562 5.6392
H38 1.2091 3.0824 3.8788
H39 0.0173 2.7781 2.5626
C22 -0.8734 4.8639 -1.6616
O2 -0.3535 3.9706 -0.9655
N8 -2.0201 4.7882 -2.2607
N9 -0.2096 6.0322 -1.9003
H40 -2.3802 3.8708 -2.3365
H41 -2.2393 5.3175 -3.0984
H42 -0.7088 6.8183 -2.2955
H43 0.6576 6.1852 -1.4994
C23 -1.6025 -2.1340 3.2067
O3 -0.7260 -2.2924 2.3440
N10 -2.5662 -3.0452 3.4765
N11 -1.6492 -1.0029 3.8965
H44 -3.4760 -2.6835 3.7890
H45 -2.6172 -3.5879 2.6327
H46 -1.0381 -0.2529 3.5478
H47 -2.4397 -0.8494 4.4717
C24 -5.5043 -1.2813 2.4399
O4 -4.8229 -1.1355 3.4378
N12 -5.3686 -2.4452 1.6436
N13 -6.3884 -0.3471 1.9711
H48 -4.4303 -2.7795 1.5110
H49 -5.7640 -2.1283 0.7448
H50 -6.6831 0.3252 2.6201
H51 -6.8072 -0.1767 1.0321
C25 -2.8787 1.6430 1.1965
O5 -3.0610 0.7313 0.3774
N14 -1.9736 2.6533 0.9478
N15 -3.4744 1.5788 2.3990
H52 -1.9502 3.3306 1.6596
H53 -1.8021 2.9517 -0.0330
H54 -3.1499 2.1256 3.1087
H55 -3.8720 0.6550 2.5765
C26 -2.4532 -4.6806 -0.1897
O6 -3.1910 -4.3861 0.7170
N16 -1.1741 -4.2797 -0.2072
N17 -2.7460 -5.5368 -1.2959
H56 -0.8901 -3.6122 0.5115
H57 -0.5469 -4.4790 -0.9907
H58 -3.6488 -6.0164 -1.2989
H59 -1.9869 -5.7380 -1.9193
C27 0.6032 -0.0642 -0.0426
O7 1.5937 -0.8541 -0.1399
N18 0.7993 1.3389 0.0981
N19 -0.6235 -0.6159 -0.1841
H60 0.1024 1.9411 -0.3057
H61 1.6545 1.6493 -0.3043
H62 -1.4691 -0.0051 -0.1361
H63 -0.7519 -1.4765 0.3380
C28 1.9012 -4.8718 -0.4754
O8 1.3437 -4.8965 -1.6158
N20 2.3033 -3.7410 0.1599
N21 2.2528 -6.0455 0.0366
H64 2.6852 -3.7207 1.0543
H65 2.1547 -2.7774 -0.2554
H66 2.6033 -6.1721 0.9910
H67 1.6061 -6.7860 -0.1783

Computed properties:
- lowest unoccupied orbital energy (eV) = 0.4180
- F_max (Eh/bohr) = 0.080

Löwdin atomic charge list, values in e, 8 entries: -0.106 -0.274 -0.219 -0.229 0.147 0.094 0.052 0.074

---

# 5
Below is a molecular structure, C35H49F4N3NiSSi2Te, with properties calculated with wB97M-V/def2-TZVPD.

Geometry (Å):
Ni1 -1.1191 0.5083 1.2194
C1 -1.0889 3.5960 1.5542
N1 -1.9423 2.5161 1.0664
C2 -3.2706 2.6182 1.6771
C3 -2.0561 2.5840 -0.3948
C4 -2.8434 1.4038 -0.9548
N2 -2.5394 0.2164 -0.1722
C5 -3.2231 -0.9210 -0.4600
C6 -3.4656 -1.8600 0.5649
F1 -3.1315 -1.5434 1.8375
C7 -4.0817 -3.0715 0.3459
F2 -4.2577 -3.8990 1.3943
C8 -4.5493 -3.4432 -0.9033
C9 -4.3709 -2.5226 -1.9138
F3 -4.7842 -2.8155 -3.1646
C10 -3.7446 -1.3057 -1.7091
F4 -3.5653 -0.5199 -2.8032
H1 -1.4564 4.5741 1.2187
H2 -0.0721 3.4497 1.1919
H3 -1.0675 3.5812 2.6422
H4 -3.7628 3.5526 1.3781
H5 -3.1767 2.5967 2.7597
H6 -3.8765 1.7707 1.3721
H7 -1.0364 2.5771 -0.7936
H8 -2.5204 3.5329 -0.7033
H9 -2.5764 1.3138 -2.0124
H10 -3.9191 1.6281 -0.9302
H11 -5.0322 -4.3911 -1.0727
C11 -0.4270 -2.0881 -3.8602
C12 -0.0213 -3.4678 -3.3457
C13 1.3583 -3.8070 -3.9246
C14 -1.0523 -4.4935 -3.8352
C15 0.0540 -3.5158 -1.8208
C16 0.4246 -4.7234 -1.1943
C17 0.5479 -4.8412 0.1724
C18 0.2908 -3.7172 0.9519
S1 0.3532 -3.5209 2.6758
C19 -0.1410 -1.8677 2.4883
N3 -0.3375 -1.4968 1.2572
C20 -0.0976 -2.5195 0.3570
C21 -0.2146 -2.4154 -1.0303
C22 -0.3953 -0.9427 3.5924
C23 -0.1660 -1.3270 4.9113
C24 -0.4753 -0.4556 5.9392
C25 -1.0230 0.7820 5.6269
C26 -1.2328 1.1467 4.3024
C27 -0.9207 0.3125 3.2268
H12 -0.4932 -2.1125 -4.9480
H13 0.3068 -1.3272 -3.5885
H14 -1.3979 -1.7822 -3.4773
H15 1.3207 -3.7927 -5.0142
H16 1.6944 -4.7950 -3.6135
H17 2.1020 -3.0796 -3.5980
H18 -1.1734 -4.4150 -4.9160
H19 -2.0216 -4.3167 -3.3697
H20 -0.7469 -5.5138 -3.6072
H21 0.6298 -5.5923 -1.8031
H22 0.8416 -5.7784 0.6232
H23 -0.5209 -1.4684 -1.4483
H24 0.2526 -2.3008 5.1378
H25 -0.3011 -0.7371 6.9683
H26 -1.2865 1.4677 6.4230
H27 -1.6496 2.1308 4.1214
C28 3.2051 3.7671 2.0491
Si1 3.4930 2.0189 2.6583
C29 2.4299 1.6780 4.1435
C30 5.3058 1.8314 3.0978
C31 3.1483 0.7463 1.3086
Te1 1.3413 0.8345 0.1624
C32 1.8738 2.5905 -0.9507
Si2 1.8158 2.2529 -2.8047
C33 3.0958 0.9556 -3.2214
C34 0.1096 1.6381 -3.2781
C35 2.1848 3.8466 -3.7144
H28 3.4684 4.4677 2.8434
H29 2.1620 3.9427 1.7870
H30 3.8187 4.0110 1.1820
H31 2.6668 2.3644 4.9568
H32 2.5741 0.6616 4.5121
H33 1.3724 1.7872 3.9069
H34 5.5653 2.4845 3.9313
H35 5.9497 2.0931 2.2580
H36 5.5411 0.8093 3.3932
H37 3.1604 -0.2566 1.7402
H38 3.9264 0.7620 0.5443
H39 2.8844 2.8385 -0.6331
H40 1.2319 3.4246 -0.6680
H41 2.8775 0.0173 -2.7100
H42 4.0974 1.2735 -2.9322
H43 3.1078 0.7575 -4.2933
H44 -0.2215 0.8232 -2.6294
H45 0.1154 1.2548 -4.2990
H46 -0.6371 2.4308 -3.2310
H47 3.1476 4.2603 -3.4165
H48 1.4219 4.5992 -3.5176
H49 2.2154 3.6785 -4.7904

Computed properties:
- ⟨S²⟩ = 2.009
- lowest unoccupied orbital energy (alpha / beta) (eV) = 0.2018 / 0.2172
- 2S+1 = 3
- F_max (Eh/bohr) = 0.016

Löwdin atomic charge list, values in e, 8 entries: 0.423 -0.082 -0.321 -0.062 -0.207 -0.231 -0.049 -0.196

---

# 6
Below is a molecular structure, C2H2Br3ClS in a non-equilibrium geometry, with properties calculated with wB97M-V/def2-TZVPD.

Geometry (Å):
C1 -3.4668 0.4491 -0.2594
C2 0.0117 -0.6684 -0.0107
S1 -4.9823 -0.1881 -0.4997
Cl1 -4.4756 -2.1760 -0.2652
Br1 -3.2587 2.2759 -0.2823
Br2 -1.0989 -1.1221 -1.5662
Br3 -0.9220 -0.9976 1.6832
H1 0.3150 0.4720 -0.0298
H2 0.7858 -1.3296 -0.0115

Computed properties:
- ⟨S²⟩ = 2.011
- lowest unoccupied orbital energy (alpha / beta) (eV) = -0.3967 / -1.8379
- 2S+1 = 3
- F_max (Eh/bohr) = 0.081

Löwdin atomic charge list, values in e, 8 entries: -1.231 -0.982 0.358 0.104 0.634 0.575 0.545 0.065

---

# 7
Below is 3 unconnected molecules or ions with the total composition C17H29Cl2N2O5, with properties calculated with wB97M-V/def2-TZVPD.

Geometry (Å):
N1 4.9790 -0.7373 -0.8419
C1 3.8434 -1.1422 -1.6197
N2 2.6180 -0.2749 -1.4890
C2 2.1135 0.2590 -2.6259
C3 0.9849 1.0282 -2.6223
C4 0.3450 1.2755 -1.4036
C5 -0.9234 2.0997 -1.3912
O1 -0.9673 3.1980 -0.9443
O2 -1.9583 1.4794 -2.0116
C6 -2.2923 0.2017 -1.4713
C7 -1.6249 -0.8977 -2.2811
O3 -1.4291 -0.8924 -3.4431
Cl1 -1.0959 -2.2611 -1.2513
C8 0.8661 0.7352 -0.2395
C9 1.9972 -0.0575 -0.3134
Cl2 2.5612 -0.8438 1.0747
H1 4.8861 0.1811 -0.4277
H2 5.1494 -1.3847 -0.0833
H3 3.5267 -2.1611 -1.3989
H4 4.0862 -1.0946 -2.6799
H5 2.6482 0.0416 -3.5382
H6 0.5882 1.4244 -3.5461
H7 -3.3729 0.0860 -1.5619
H8 -2.0343 0.0965 -0.4195
H9 0.3953 0.8887 0.7218
C10 -3.8466 4.1301 -2.0896
C11 -5.3602 4.0222 -2.0457
O4 -5.8835 3.8684 -0.7395
C12 -5.6251 4.9297 0.1653
C13 -6.1796 6.2726 -0.2753
H10 -3.3570 3.3017 -1.5920
H11 -3.4957 4.1714 -3.1225
H12 -3.5016 5.0375 -1.5898
H13 -5.6854 3.1284 -2.5804
H14 -5.8200 4.8758 -2.5547
H15 -4.5506 5.0089 0.3705
H16 -6.1035 4.6217 1.0949
H17 -5.7094 6.6332 -1.1909
H18 -6.0020 7.0174 0.5007
H19 -7.2536 6.2037 -0.4498
C14 1.8009 -4.5336 2.7950
C15 3.1945 -4.7274 2.2217
O5 4.2184 -4.0774 2.9488
C16 4.3883 -4.4961 4.2978
C17 4.7294 -5.9666 4.4513
H20 1.5745 -3.4691 2.8902
H21 1.0596 -4.9911 2.1388
H22 1.6905 -4.9847 3.7806
H23 3.2429 -4.2809 1.2251
H24 3.4123 -5.7930 2.0963
H25 3.5034 -4.2422 4.8915
H26 5.2083 -3.8852 4.6737
H27 3.9230 -6.6166 4.1098
H28 4.9100 -6.1932 5.5018
H29 5.6279 -6.2132 3.8849

Computed properties:
- lowest unoccupied orbital energy (eV) = -4.9018
- net charge = +1
- F_max (Eh/bohr) = 0.010

Löwdin atomic charge list, values in e, 8 entries: 0.041 -0.197 -0.018 0.028 0.058 -0.076 -0.429 0.225